Record 1
{
  "formula": "C5H13N",
  "method": "ωB97M-V with the def2-TZVPD basis set",
  "symbols": ["C", "C", "C", "N", "C", "C", "H", "H", "H", "H", "H", "H", "H", "H", "H", "H", "H", "H", "H"],
  "xyz": [[0.214, -0.439, 2.160], [1.235, -0.001, 1.135], [0.782, -0.361, -0.285], [-0.640, -0.049, -0.581], [-0.804, 1.350, -0.595], [-1.050, -0.872, -1.771], [0.124, -1.549, 2.112], [0.545, 0.121, 3.013], [-0.732, 0.132, 1.910], [2.161, -0.627, 1.200], [1.553, 1.057, 1.284], [0.938, -1.375, -0.533], [1.418, 0.213, -1.033], [-1.837, 1.619, -0.860], [-0.011, 1.961, -1.201], [-0.479, 1.850, 0.319], [-2.132, -0.922, -1.830], [-0.696, -0.245, -2.667], [-0.588, -1.863, -1.777]],
  "forces_ev_per_angstrom": [[-0.7, 1.5, -1.2], [1.1, -1.0, -1.1], [-0.4, 2.6, -1.0], [1.5, -2.6, 0.4], [0.7, 2.0, -1.2], [0.6, 3.2, -0.5], [-0.2, 1.0, 0.8], [0.1, -1.0, 1.5], [0.6, -1.3, 0.1], [-0.4, 0.7, 0.5], [-0.4, -0.7, -0.4], [0.2, -1.3, 0.3], [-0.3, -0.4, 0.6], [0.5, 0.2, 0.1], [-1.3, -1.2, -0.5], [-0.8, -0.6, 0.8], [-0.1, -0.2, 0.0], [-0.4, -1.3, 0.6], [-0.2, 0.3, 0.2]],
  "nbo_charge": [-0.627, -0.408, -0.217, -0.449, -0.423, -0.407, 0.217, 0.213, 0.216, 0.204, 0.199, 0.189, 0.158, 0.208, 0.146, 0.204, 0.202, 0.168, 0.206],
  "total_charge": 0,
  "smiles": "CCCN(C)C",
  "relative_energy_kcal_mol": 40.8,
  "max_force_ev_per_a": 3.283,
  "e_lumo_ha": 0.041,
  "homo_energy_ev": -8.259,
  "e_tot_ha": -252.99807
}

=====

Record 2
{
  "formula": "C40H126N6O20",
  "method": "ωB97M-V with the def2-TZVPD basis set",
  "symbols": ["O", "H", "H", "O", "H", "H", "O", "H", "H", "O", "H", "H", "O", "H", "H", "O", "H", "H", "C", "C", "C", "O", "C", "N", "H", "H", "H", "H", "H", "H", "H", "H", "H", "H", "H", "C", "C", "C", "O", "C", "N", "H", "H", "H", "H", "H", "H", "H", "H", "H", "H", "H", "C", "C", "C", "O", "C", "N", "H", "H", "H", "H", "H", "H", "H", "H", "H", "H", "H", "C", "C", "C", "O", "C", "N", "H", "H", "H", "H", "H", "H", "H", "H", "H", "H", "H", "C", "C", "C", "O", "C", "N", "H", "H", "H", "H", "H", "H", "H", "H", "H", "H", "H", "C", "C", "C", "O", "C", "N", "H", "H", "H", "H", "H", "H", "H", "H", "H", "H", "H", "C", "C", "O", "H", "H", "H", "H", "H", "H", "C", "C", "O", "H", "H", "H", "H", "H", "H", "C", "C", "O", "H", "H", "H", "H", "H", "H", "C", "C", "O", "H", "H", "H", "H", "H", "H", "C", "C", "O", "H", "H", "H", "H", "H", "H", "C", "C", "O", "H", "H", "H", "H", "H", "H", "C", "C", "O", "H", "H", "H", "H", "H", "H", "C", "C", "O", "H", "H", "H", "H", "H", "H"],
  "xyz": [[3.779, -2.210, 3.089], [3.540, -2.907, 2.478], [3.688, -2.608, 3.955], [3.046, -4.235, 1.571], [2.092, -4.182, 1.522], [3.285, -4.888, 0.914], [-4.229, -1.820, -5.400], [-4.044, -2.563, -5.975], [-3.849, -1.067, -5.851], [-2.072, 0.442, -3.644], [-1.729, 1.252, -4.022], [-3.022, 0.522, -3.730], [-5.519, 2.229, 3.139], [-4.804, 2.862, 3.210], [-5.362, 1.610, 3.852], [-2.952, -5.417, -4.172], [-3.682, -5.974, -3.902], [-3.064, -4.612, -3.666], [3.291, -0.324, -3.737], [2.352, -0.174, -4.905], [0.998, -0.911, -4.752], [1.148, -2.285, -5.044], [0.003, -3.038, -4.640], [2.142, 1.278, -4.968], [3.452, -1.370, -3.477], [3.021, 0.236, -2.842], [4.298, -0.038, -4.042], [2.797, -0.495, -5.847], [0.242, -0.497, -5.419], [0.592, -0.724, -3.758], [-0.329, -3.062, -3.602], [0.317, -4.059, -4.857], [-0.864, -2.927, -5.292], [1.824, 1.459, -4.027], [1.314, 1.423, -5.530], [-0.204, -4.516, 5.513], [1.156, -4.196, 4.886], [2.201, -3.898, 5.950], [3.321, -3.376, 5.349], [4.507, -4.156, 5.558], [1.552, -5.393, 4.151], [-0.517, -3.682, 6.141], [-0.249, -5.370, 6.189], [-0.991, -4.615, 4.765], [0.991, -3.347, 4.222], [2.386, -4.841, 6.465], [1.789, -3.206, 6.684], [4.670, -4.399, 6.608], [5.295, -3.479, 5.229], [4.427, -5.025, 4.904], [2.435, -5.135, 3.734], [0.996, -5.417, 3.309], [-1.949, 2.441, 2.837], [-2.081, 3.807, 3.529], [-2.226, 4.907, 2.446], [-1.150, 4.865, 1.503], [-1.196, 5.778, 0.482], [-3.264, 3.762, 4.459], [-1.780, 1.624, 3.538], [-1.093, 2.449, 2.162], [-2.866, 2.161, 2.317], [-1.143, 3.981, 4.055], [-2.305, 5.883, 2.925], [-3.126, 4.676, 1.875], [-2.112, 5.691, -0.103], [-0.359, 5.706, -0.213], [-1.282, 6.798, 0.856], [-2.951, 3.080, 5.135], [-3.246, 4.595, 5.030], [2.452, 2.457, -1.149], [1.187, 3.040, -1.850], [1.596, 4.243, -2.747], [1.940, 5.357, -1.887], [1.646, 6.643, -2.443], [0.564, 2.047, -2.721], [3.364, 2.485, -1.745], [2.336, 1.497, -0.646], [2.719, 3.081, -0.296], [0.475, 3.406, -1.111], [0.715, 4.416, -3.364], [2.359, 3.966, -3.475], [0.583, 6.823, -2.599], [2.145, 6.605, -3.411], [2.122, 7.399, -1.818], [-0.189, 2.403, -3.292], [0.121, 1.301, -2.203], [6.353, -2.724, -4.368], [7.017, -2.926, -3.026], [6.012, -3.107, -1.867], [5.396, -1.793, -1.563], [4.412, -1.810, -0.571], [7.872, -4.016, -3.414], [5.679, -1.885, -4.193], [5.730, -3.518, -4.780], [7.082, -2.439, -5.127], [7.620, -2.054, -2.772], [6.513, -3.577, -1.021], [5.276, -3.839, -2.199], [3.510, -2.224, -1.023], [4.046, -0.835, -0.249], [4.721, -2.405, 0.288], [8.207, -4.376, -2.532], [7.253, -4.772, -3.672], [-4.384, -4.266, -1.003], [-4.699, -3.388, -2.215], [-5.487, -2.118, -1.958], [-6.832, -2.392, -1.645], [-7.653, -1.281, -1.829], [-3.424, -3.026, -2.855], [-3.866, -5.186, -1.272], [-5.290, -4.471, -0.433], [-3.665, -3.764, -0.356], [-5.292, -4.026, -2.870], [-5.299, -1.468, -2.812], [-4.985, -1.649, -1.112], [-8.670, -1.397, -1.454], [-7.723, -0.955, -2.866], [-7.264, -0.509, -1.164], [-3.104, -2.333, -2.194], [-3.697, -2.397, -3.596], [2.226, 5.158, 2.454], [2.783, 6.043, 1.334], [2.962, 7.293, 1.805], [2.886, 5.255, 3.316], [2.160, 4.105, 2.182], [1.250, 5.496, 2.803], [2.097, 5.999, 0.488], [3.761, 5.650, 1.054], [3.550, 7.288, 2.564], [-5.626, 1.925, -1.446], [-5.901, 2.487, -0.093], [-6.592, 1.536, 0.788], [-4.967, 2.601, -1.991], [-6.449, 1.769, -2.144], [-4.976, 1.050, -1.439], [-6.432, 3.431, 0.030], [-4.974, 2.688, 0.444], [-6.443, 1.771, 1.707], [-3.999, -1.520, 2.019], [-3.702, -1.291, 3.468], [-2.880, -2.317, 3.930], [-4.548, -2.434, 1.794], [-3.066, -1.535, 1.456], [-4.605, -0.689, 1.659], [-4.635, -1.240, 4.030], [-3.208, -0.336, 3.646], [-2.491, -1.966, 4.734], [-2.262, 4.346, -2.945], [-2.521, 3.766, -4.336], [-1.358, 3.024, -4.681], [-1.406, 5.004, -2.798], [-2.101, 3.531, -2.239], [-3.111, 4.926, -2.583], [-2.464, 4.554, -5.087], [-3.496, 3.282, -4.396], [-1.504, 2.830, -5.609], [-0.735, -3.397, 0.070], [-0.362, -3.578, 1.556], [0.357, -4.796, 1.658], [-1.586, -2.716, 0.080], [-1.034, -4.322, -0.424], [0.164, -3.040, -0.432], [-1.284, -3.542, 2.137], [0.371, -2.868, 1.938], [-0.218, -5.524, 1.410], [0.127, 0.007, -0.008], [-1.336, 0.416, -0.217], [-1.977, -0.488, -1.025], [0.633, 0.011, -0.973], [0.268, -1.022, 0.322], [0.536, 0.743, 0.684], [-1.505, 1.379, -0.699], [-1.904, 0.471, 0.712], [-1.744, -0.314, -1.940], [0.739, -0.435, 3.732], [1.425, 0.704, 4.516], [0.653, 1.139, 5.578], [0.341, -1.183, 4.418], [1.312, -0.961, 2.968], [-0.152, 0.019, 3.299], [1.819, 1.528, 3.922], [2.333, 0.271, 4.935], [1.151, 1.763, 6.110], [4.560, 2.358, 2.384], [4.950, 0.887, 2.112], [6.265, 0.771, 2.632], [5.036, 3.080, 1.720], [4.697, 2.536, 3.450], [3.500, 2.455, 2.149], [5.136, 0.716, 1.051], [4.237, 0.211, 2.584], [6.433, -0.079, 3.044]],
  "forces_ev_per_angstrom": [[0.4, 1.2, -0.4], [0.1, -0.3, -0.4], [-0.4, 0.0, 0.4], [0.4, -0.1, -0.2], [-0.6, -0.3, -0.1], [0.2, -0.1, -0.2], [-0.3, 0.3, 0.0], [0.1, -0.4, -0.1], [0.1, 0.2, -0.1], [-0.1, -0.6, 0.1], [0.4, 0.6, -0.3], [-0.4, -0.1, 0.1], [-0.4, -0.2, 0.0], [0.4, 0.5, 0.4], [0.0, -0.1, 0.2], [0.1, -0.9, -0.7], [-0.1, -0.2, 0.0], [0.2, 1.0, 0.5], [1.1, -1.5, -0.2], [-0.7, 0.5, -0.1], [0.8, 0.2, -0.2], [-0.8, 0.3, 1.2], [0.7, -1.7, -1.2], [0.0, -0.5, -0.5], [-0.3, -0.2, 0.2], [-0.3, 0.0, -0.1], [0.0, 0.5, 0.1], [0.2, -0.3, 0.1], [-0.1, 0.3, -0.5], [0.1, -0.3, 0.5], [0.4, 0.8, 0.3], [-0.1, -0.2, 0.2], [-0.2, 0.7, 0.0], [-0.2, 0.8, 0.1], [-0.2, 0.4, -0.4], [-0.4, 0.9, 0.5], [-1.4, -1.2, 0.7], [-2.0, -0.4, 0.0], [1.6, -0.1, 0.8], [-0.2, 0.9, -0.6], [0.8, 0.3, -0.2], [-0.1, 0.3, 0.0], [0.4, -0.3, -0.3], [0.1, -0.2, -0.2], [0.3, 0.4, 0.0], [0.2, -0.1, 0.0], [0.0, 0.3, 0.1], [-0.2, -0.2, 0.0], [0.3, -0.4, 0.0], [0.4, -0.3, 0.3], [0.7, -0.3, -0.1], [-0.4, -0.2, 0.1], [0.0, 0.0, 0.3], [0.1, -0.4, -1.0], [0.0, -0.6, -0.3], [0.6, -1.3, 1.6], [-1.1, 1.3, -0.6], [1.3, 0.2, -0.7], [0.1, 0.1, 0.4], [-0.2, 0.0, -0.1], [0.0, 0.2, -0.3], [0.1, 0.2, 0.2], [0.0, 0.3, -0.1], [-0.5, 0.3, 0.1], [-0.3, -0.4, -0.3], [0.2, -0.3, 0.4], [0.5, 0.4, 0.2], [-0.3, -0.6, 0.2], [-0.3, 0.6, -0.1], [-0.2, 0.7, 0.8], [1.3, -0.1, -0.3], [-0.8, -0.2, 1.0], [-0.7, -0.6, -0.3], [1.1, -1.2, -0.6], [-0.2, -0.4, 0.3], [-0.3, -0.3, -0.5], [-0.2, -0.3, -0.6], [-0.2, 0.5, 0.0], [0.0, 0.2, 0.3], [-0.3, 0.7, 0.0], [0.6, 0.1, 0.3], [-0.2, 0.0, 0.2], [-0.1, 0.7, -0.3], [-0.2, -0.1, 0.0], [0.3, 0.5, 0.0], [0.3, 0.0, 0.3], [-1.4, 2.6, 0.1], [-0.8, 0.4, -1.4], [-0.4, 0.9, -0.5], [1.8, -1.0, -0.7], [-0.9, -0.9, -0.2], [0.7, -1.4, 2.4], [-0.3, 0.2, -0.7], [0.2, -0.5, 0.5], [0.0, 0.0, 0.1], [0.1, 0.1, -0.1], [0.1, 0.4, 0.5], [-0.6, 0.1, 0.0], [-0.3, -0.6, 0.2], [0.9, 0.4, -0.1], [-0.1, 0.1, 0.2], [1.1, -0.4, 0.3], [-0.2, -0.3, -0.6], [0.0, 0.6, 0.3], [-0.2, -1.3, -0.1], [0.5, -0.6, 0.9], [0.0, -0.9, -0.6], [-0.1, 1.1, 0.9], [-0.8, 0.7, 0.5], [-0.3, -0.1, -0.3], [0.1, -0.1, 0.0], [-0.1, 0.3, 0.2], [0.0, 0.1, -0.5], [-0.7, 0.2, -0.3], [-0.1, 0.5, 0.4], [0.0, -0.9, -0.1], [0.2, 0.1, -0.2], [0.1, 0.7, -0.3], [1.2, 0.0, 0.5], [0.2, -0.2, -0.9], [0.0, 0.0, 0.1], [-0.2, -3.0, 0.4], [-0.2, 3.3, 0.4], [0.2, -0.2, 0.1], [0.0, 0.0, 0.0], [-0.1, 0.1, -0.3], [0.2, 0.4, -0.1], [0.0, -0.5, -0.6], [0.0, -0.1, 0.0], [0.7, 0.3, -1.1], [-0.4, -0.8, 3.0], [-0.2, -0.2, -2.0], [0.0, 0.7, 0.0], [-0.4, -0.2, 0.5], [-0.4, -0.5, 0.5], [-0.3, 0.1, -1.0], [0.6, 0.0, -0.4], [0.4, 0.3, 0.2], [0.0, 0.5, -0.6], [-0.7, 0.3, -0.2], [0.6, -0.5, 0.6], [0.0, -0.1, 0.3], [0.0, 0.0, -0.1], [0.0, 0.1, -0.2], [-0.3, -0.2, 0.2], [0.1, 0.3, -0.3], [0.3, -0.5, 0.2], [-0.6, -0.2, 0.4], [1.1, 2.4, 0.5], [-0.6, -1.3, -0.4], [0.2, -0.1, -0.7], [-0.2, -0.2, 0.1], [-0.2, -0.1, -0.1], [-0.9, 0.5, 0.2], [0.2, -0.6, 0.0], [0.6, -0.3, -0.3], [0.3, 0.6, 1.1], [-0.3, -0.4, -1.3], [-0.1, -0.7, 0.4], [0.3, 0.3, -0.8], [-0.1, -0.2, 0.3], [-0.4, 0.3, -0.4], [0.2, -0.2, 0.5], [-0.4, 0.5, -0.1], [0.0, -0.1, -0.2], [-0.6, 0.7, -0.2], [0.3, 0.1, 0.5], [-1.3, -1.8, -0.7], [0.3, 0.3, 0.1], [-0.4, 0.3, 0.5], [0.6, -0.2, 0.0], [0.8, 0.7, 0.3], [0.2, -0.1, 0.3], [0.0, 0.1, -0.4], [-1.0, 1.2, 0.5], [2.2, -1.7, -0.6], [-1.6, 0.4, 0.7], [0.3, 0.0, 0.3], [0.4, 0.5, 0.2], [-0.1, -0.2, -0.5], [-0.5, 0.1, -0.6], [0.4, -0.2, 0.0], [0.1, 0.0, -0.1], [-1.0, -1.1, -0.6], [0.9, 1.4, -0.1], [0.8, -0.2, 0.9], [0.5, -0.1, 0.4], [0.2, 0.3, -0.1], [-0.2, 0.0, 0.1], [-1.1, -0.2, -0.3], [0.1, -0.2, -0.2], [-0.3, -0.1, -0.1]],
  "mulliken_charge": [-0.364, 0.146, 0.589, -0.647, 0.263, 0.259, -0.614, 0.269, 0.269, -0.392, 0.171, 0.105, -0.703, 0.274, 0.291, -0.745, 0.319, 0.293, -1.138, 0.399, 0.081, -0.454, -0.595, -0.795, 0.335, -0.125, 0.349, 0.394, 0.461, -0.394, 0.085, 0.443, 0.269, -0.114, 0.278, -1.871, 2.390, -1.332, -0.423, -0.915, -0.904, 0.375, 0.364, 0.346, -0.718, 0.504, 0.271, 0.361, 0.279, 0.310, 0.151, 0.580, -0.297, 0.327, -1.084, 0.038, -0.679, -0.649, 0.069, 0.126, -0.150, 0.435, 0.423, 0.241, 0.318, -0.136, 0.421, 0.291, 0.268, -1.513, 1.510, -1.496, -0.164, -0.906, 2.525, 0.504, -0.112, 0.284, 0.091, 0.524, 0.405, 0.288, 0.410, 0.203, -0.571, -1.655, -1.024, 0.288, -0.678, -0.324, -0.444, -0.729, 0.006, 0.367, 0.411, 0.299, 0.393, 0.286, 0.302, -0.210, 0.546, 0.270, 0.301, -1.024, 0.455, -0.211, -0.473, -0.504, 0.016, 0.314, 0.439, -0.225, 0.523, 0.571, -0.089, 0.335, 0.284, 0.056, -0.185, -0.016, -0.702, 0.254, -0.577, 0.539, -0.110, 0.190, -0.199, 0.246, 0.352, -0.536, 0.293, -0.569, 0.085, 0.408, -0.073, 0.376, -0.352, 0.415, -0.162, -0.020, -0.426, 0.500, -0.503, 0.189, 0.356, -0.157, 0.262, -0.102, -0.729, -0.478, 0.130, -0.312, 0.564, 0.387, 0.290, 0.221, -0.508, 1.015, -0.654, -0.379, 0.706, -0.139, 0.271, -0.689, 0.325, 1.491, 0.436, 1.081, -0.874, -1.151, 0.417, -0.525, -0.046, -0.556, 0.677, -0.598, -0.623, 0.097, 0.010, -0.440, 0.135, 0.513, 0.339, -0.542, 0.693, -0.634, 0.390, 0.381, -0.375, -0.100, -0.156, 0.315],
  "total_charge": 0,
  "max_force_ev_per_a": 3.300,
  "e_lumo_ha": -0.012,
  "homo_energy_ev": -8.621,
  "e_tot_ha": -3432.64400
}

=====

Record 3
{
  "formula": "ClH4N2OP",
  "method": "ωB97M-V with the def2-TZVPD basis set",
  "symbols": ["N", "P", "N", "O", "Cl", "H", "H", "H", "H"],
  "xyz": [[0.485, -0.262, 1.323], [-0.160, 0.530, 0.029], [0.699, 0.074, -1.295], [-0.434, 1.944, 0.161], [-2.390, -0.820, -0.067], [0.084, 0.077, 2.191], [0.450, -1.270, 1.265], [0.794, -0.907, -1.502], [0.472, 0.634, -2.105]],
  "forces_ev_per_angstrom": [[-0.2, 0.3, -0.4], [-1.2, -1.7, 0.2], [-0.5, 0.1, 0.4], [-0.3, 0.3, 0.0], [2.3, 1.3, -0.1], [0.0, -0.1, 0.0], [0.0, -0.1, 0.1], [0.0, -0.1, 0.0], [0.0, 0.0, -0.1]],
  "nbo_charge": [-1.170, 2.256, -1.171, -1.019, -0.590, 0.427, 0.418, 0.421, 0.428],
  "total_charge": 0,
  "smiles": "NP(N)(=O)Cl",
  "relative_energy_kcal_mol": 13.0,
  "max_force_ev_per_a": 2.597,
  "e_lumo_ha": -0.006,
  "homo_energy_ev": -10.182,
  "e_tot_ha": -988.77024
}